(1)
C3H5LiO4Sm | ωB97M-V/def2-TZVPD

The value obtained for the lowest unoccupied orbital energy (alpha / beta) is -11.672 / -14.178 eV. Its spin multiplicity is 8. The net charge is +3. Its energy above the lowest of the compared OMol25 structures with the same formula, charge and spin is 6.3 kcal per mole. As for the highest occupied orbital energy (alpha / beta): -20.838 / -21.446 eV. The gap between HOMO and LUMO (alpha / beta) is 0.33684 / 0.26707 Eh.

XYZ file:
```
14
Properties=species:S:1:pos:R:3:lowdin_charge:R:1
O -0.42 0.07 0.42 0.106
C -1.34 -0.87 0.72 -0.729
C -0.03 0.22 -0.87 -0.068
O -1.79 -0.83 1.90 -0.197
O -1.84 -1.61 -0.13 -0.015
C 1.28 0.84 -1.05 0.011
Sm -3.57 -2.78 1.53 1.927
H -0.84 0.43 -1.57 0.202
H 1.00 -0.57 -1.35 0.322
H 1.23 1.93 -0.77 0.208
H 1.51 1.01 -2.12 0.172
Li -1.37 0.31 3.36 0.902
O 2.84 0.51 -0.10 0.052
H 3.33 1.35 0.03 0.105
```

=====

(2)
C3H5N | ωB97M-V/def2-TZVPD

The value obtained for the lowest unoccupied orbital energy is 0.928 eV. The net charge is 0. Its energy above the lowest of the compared OMol25 structures with the same formula, charge and spin is 71.1 kcal per mole. As for the highest occupied orbital energy: -7.973 eV. The gap between HOMO and LUMO is 0.32708 Eh.

XYZ file:
```
9
Properties=species:S:1:pos:R:3:lowdin_charge:R:1
C 2.23 -0.13 0.48 0.053
C -0.04 0.15 -0.68 -0.200
C -1.23 -0.16 0.09 -0.106
N 1.11 0.15 -0.06 -0.074
H 2.52 0.62 1.07 -0.035
H 0.03 0.45 -1.69 0.098
H -2.17 -0.01 -0.47 0.074
H -1.14 0.18 1.19 0.117
H -1.30 -1.26 0.07 0.074
```

=====

(3)
C3H5N | ωB97M-V/def2-TZVPD

The value obtained for the lowest unoccupied orbital energy is 1.114 eV. The net charge is 0. Its energy above the lowest of the compared OMol25 structures with the same formula, charge and spin is 51.1 kcal per mole. As for the highest occupied orbital energy: -9.810 eV. The gap between HOMO and LUMO is 0.40145 Eh.

XYZ file:
```
9
Properties=species:S:1:pos:R:3:lowdin_charge:R:1
C -1.12 -0.79 0.00 -0.204
C 0.32 -0.51 0.01 -0.187
C -0.18 0.93 0.08 -0.223
N -1.57 0.41 0.06 0.054
H -1.69 -1.78 -0.16 0.128
H 0.78 -0.80 0.96 0.110
H 0.85 -0.60 -0.89 0.081
H 0.06 1.45 0.95 0.066
H 0.21 1.51 -1.00 0.175
```

=====

(4)
C3H5N2 | ωB97M-V/def2-TZVPD

The value obtained for the lowest unoccupied orbital energy (alpha / beta) is -7.049 / -8.195 eV. The net charge is +1. Its energy above the lowest of the compared OMol25 structures with the same formula, charge and spin is 211.0 kcal per mole. As for the highest occupied orbital energy (alpha / beta): -14.872 / -15.336 eV. The gap between HOMO and LUMO (alpha / beta) is 0.28747 / 0.26244 Eh.

XYZ file:
```
10
Properties=species:S:1:pos:R:3:lowdin_charge:R:1
C -3.63 -0.46 0.30 -0.009
C -2.63 0.04 -0.07 0.050
C 0.56 0.16 -0.38 -0.268
N 1.42 -0.52 0.32 0.206
N 0.02 1.30 -0.29 0.328
H -4.34 -1.17 0.80 0.077
H 0.29 -0.30 -1.42 0.205
H 1.81 -1.45 0.12 0.163
H 1.71 -0.24 1.28 0.169
H -0.25 1.85 0.43 0.077
```

=====

(5)
C3H5N2 | ωB97M-V/def2-TZVPD

The value obtained for the lowest unoccupied orbital energy (alpha / beta) is -6.358 / -6.256 eV. The net charge is +1. Its energy above the lowest of the compared OMol25 structures with the same formula, charge and spin is 200.0 kcal per mole. As for the highest occupied orbital energy (alpha / beta): -14.305 / -14.061 eV. The gap between HOMO and LUMO (alpha / beta) is 0.29205 / 0.28680 Eh.

XYZ file:
```
10
Properties=species:S:1:pos:R:3:lowdin_charge:R:1
C -1.14 -1.71 -1.01 0.275
C 0.31 -0.41 0.75 -0.068
C -0.57 0.37 0.06 -0.289
N -0.45 1.30 -0.70 0.218
N 0.38 -1.59 0.85 0.256
H -0.24 -1.86 -1.69 0.066
H -1.59 0.13 0.34 0.153
H -1.26 1.73 -1.13 0.178
H 0.50 1.41 -1.22 0.230
H -1.64 -2.17 -0.24 -0.020
```

=====

(6)
C3H5N2 | ωB97M-V/def2-TZVPD

The value obtained for the lowest unoccupied orbital energy is -7.481 eV. The net charge is +1. Its energy above the lowest of the compared OMol25 structures with the same formula, charge and spin is 80.2 kcal per mole. As for the highest occupied orbital energy: -17.245 eV. The gap between HOMO and LUMO is 0.35882 Eh.

XYZ file:
```
10
Properties=species:S:1:pos:R:3:lowdin_charge:R:1
C 1.47 -0.15 0.82 0.268
C 0.38 -0.64 0.14 -0.169
C -0.89 -0.20 0.46 0.136
N -0.92 1.39 -2.58 0.149
N -1.16 1.00 -1.58 0.062
H 2.42 -0.44 0.73 0.063
H 1.31 0.64 1.48 0.087
H 0.23 -1.50 -0.57 0.150
H -1.63 -0.89 0.05 0.099
H -1.21 0.78 1.02 0.156
```

=====

(7)
C3H5N2O | ωB97M-V/def2-TZVPD

Its SMILES is C[N+](=O)C=C=N. The value obtained for the lowest unoccupied orbital energy is -5.978 eV. The net charge is +1. Its energy above the lowest of the compared OMol25 structures with the same formula, charge and spin is 93.8 kcal per mole. As for the highest occupied orbital energy: -15.080 eV. The gap between HOMO and LUMO is 0.33449 Eh.

XYZ file:
```
11
Properties=species:S:1:pos:R:3:lowdin_charge:R:1
C 1.15 -1.00 1.07 0.052
N 0.38 -0.57 -0.07 -0.258
O 0.50 -1.17 -1.12 0.146
C -0.41 0.50 0.09 -0.018
C -1.15 1.06 -0.91 0.016
N -1.86 1.51 -1.71 0.381
H 0.60 -0.90 2.00 0.117
H 1.45 -2.04 0.91 0.124
H 2.06 -0.40 1.15 0.131
H -0.48 0.97 1.06 0.153
H -2.23 2.05 -2.47 0.156
```

=====

(8)
C3H5N2O | ωB97M-V/def2-TZVPD

The value obtained for the lowest unoccupied orbital energy is -5.326 eV. The net charge is +1. Its energy above the lowest of the compared OMol25 structures with the same formula, charge and spin is 44.8 kcal per mole. As for the highest occupied orbital energy: -16.636 eV. The gap between HOMO and LUMO is 0.41562 Eh.

XYZ file:
```
11
Properties=species:S:1:pos:R:3:lowdin_charge:R:1
C 0.09 -0.08 -0.13 -0.291
C -1.52 0.40 0.92 -0.260
C 1.35 -0.38 -0.77 0.049
N -0.24 -0.27 1.19 0.245
N -1.06 0.39 -0.59 0.261
O -2.52 0.81 1.37 0.265
H 1.94 -1.23 -0.33 0.131
H 2.03 0.58 -0.51 0.189
H 1.06 -0.55 -1.78 0.089
H 0.30 -0.64 1.91 0.159
H -1.43 0.97 -1.30 0.163
```

=====

(9)
C3H5N2O | ωB97M-V/def2-TZVPD

Its SMILES is On1cc[nH+]c1. The value obtained for the lowest unoccupied orbital energy is -3.662 eV. The net charge is +1. Its energy above the lowest of the compared OMol25 structures with the same formula, charge and spin is 40.3 kcal per mole. As for the highest occupied orbital energy: -15.069 eV. The gap between HOMO and LUMO is 0.41921 Eh.

XYZ file:
```
11
Properties=species:S:1:pos:R:3:lowdin_charge:R:1
O 2.17 -0.02 -0.30 0.122
N 0.82 -0.02 -0.11 -0.112
C 0.07 1.13 -0.08 0.044
C -1.22 0.72 0.01 -0.005
N -1.21 -0.64 0.05 0.126
C 0.04 -1.09 -0.04 0.017
H 2.57 -0.20 0.57 0.152
H 0.51 2.11 -0.16 0.150
H -2.10 1.34 0.04 0.142
H -2.03 -1.23 0.11 0.189
H 0.37 -2.11 -0.09 0.175
```

=====

(10)
C3H5N2O2 | ωB97M-V/def2-TZVPD

Its SMILES is NC(=O)[C@@H]1CN1[O-]. The value obtained for the lowest unoccupied orbital energy is 4.052 eV. The net charge is -1. Its energy above the lowest of the compared OMol25 structures with the same formula, charge and spin is 47.1 kcal per mole. As for the highest occupied orbital energy: -2.085 eV. The gap between HOMO and LUMO is 0.22553 Eh.

XYZ file:
```
12
Properties=species:S:1:pos:R:3:lowdin_charge:R:1
N 1.33 1.06 1.25 0.076
C 0.62 -0.05 0.89 -0.518
O 0.93 -1.15 1.43 -0.044
C -0.47 0.24 -0.12 -0.246
C -1.25 -0.92 -0.57 -0.158
N -0.25 -0.38 -1.52 -0.248
O -0.74 0.35 -2.52 -0.398
H 1.64 1.72 0.46 0.131
H 2.19 0.66 1.73 0.115
H -0.91 1.26 -0.03 0.130
H -0.75 -1.74 -0.21 0.048
H -2.34 -1.04 -0.79 0.111
```

=====

(11)
C3H5N2O2 | ωB97M-V/def2-TZVPD

The value obtained for the lowest unoccupied orbital energy (alpha / beta) is 4.501 / 3.107 eV. Its spin multiplicity is 3. The net charge is -1. Its energy above the lowest of the compared OMol25 structures with the same formula, charge and spin is 7.2 kcal per mole. As for the highest occupied orbital energy (alpha / beta): -2.499 / -2.442 eV. The gap between HOMO and LUMO (alpha / beta) is 0.25724 / 0.20394 Eh.

XYZ file:
```
12
Properties=species:S:1:pos:R:3:lowdin_charge:R:1
C 0.52 0.79 0.70 -0.655
C -0.84 -0.26 -1.25 -0.284
C 0.27 -0.26 -0.24 -0.170
N -1.97 -1.15 -0.83 -0.115
N 1.55 0.62 1.67 0.070
O -2.16 -2.03 -1.69 -0.118
O 0.00 1.89 0.87 -0.087
H -1.23 0.85 -1.24 0.124
H -0.44 -0.42 -2.29 0.092
H 0.49 -1.23 0.27 0.060
H 2.27 -0.03 1.60 0.033
H 1.53 1.24 2.44 0.049
```

=====

(12)
C3H5N2O2 | ωB97M-V/def2-TZVPD

The value obtained for the lowest unoccupied orbital energy is -4.387 eV. The net charge is +1. Its energy above the lowest of the compared OMol25 structures with the same formula, charge and spin is 38.2 kcal per mole. As for the highest occupied orbital energy: -15.293 eV. The gap between HOMO and LUMO is 0.40080 Eh.

XYZ file:
```
12
Properties=species:S:1:pos:R:3:lowdin_charge:R:1
C -0.29 0.41 -1.97 0.059
C -0.41 -3.79 -0.21 0.155
C -0.28 -1.62 1.03 -0.247
N -0.36 -2.71 0.24 0.026
N 0.43 2.16 0.25 0.242
O -0.66 -0.25 -2.82 0.129
O -0.05 -0.56 0.49 0.000
H 1.44 2.31 0.56 0.178
H -0.34 -1.89 2.05 0.140
H -0.05 1.46 0.87 0.124
H 0.64 1.49 -0.62 0.080
H -0.08 2.98 0.10 0.113
```

=====

(13)
C3H5N2O3 | ωB97M-V/def2-TZVPD

The value obtained for the lowest unoccupied orbital energy (alpha / beta) is 3.577 / 3.408 eV. The net charge is -1. Its energy above the lowest of the compared OMol25 structures with the same formula, charge and spin is 216.0 kcal per mole. As for the highest occupied orbital energy (alpha / beta): -2.707 / -2.161 eV. The gap between HOMO and LUMO (alpha / beta) is 0.23093 / 0.20465 Eh.

XYZ file:
```
13
Properties=species:S:1:pos:R:3:lowdin_charge:R:1
C -0.31 -1.90 1.22 -0.240
C -1.16 -1.43 0.28 -0.132
C -0.51 1.14 -0.83 -0.275
N 0.62 1.32 -0.27 0.060
N 1.74 0.71 -0.51 -0.453
O 2.71 1.17 0.17 -0.065
O 1.91 0.02 -1.53 -0.016
O -1.47 2.00 -0.44 -0.007
H -0.30 -2.78 1.86 -0.009
H 0.64 -1.41 1.30 -0.030
H -2.09 -1.83 0.07 -0.094
H -0.86 0.48 -1.62 0.106
H -0.92 2.50 0.29 0.154
```

=====

(14)
C3H5N2O3S | ωB97M-V/def2-TZVPD

Its SMILES is O=C[C@@H](CS)N=[N+]([O-])[O-]. The value obtained for the lowest unoccupied orbital energy is 3.104 eV. The net charge is -1. Its energy above the lowest of the compared OMol25 structures with the same formula, charge and spin is 66.8 kcal per mole. As for the highest occupied orbital energy: -4.527 eV. The gap between HOMO and LUMO is 0.28043 Eh.

XYZ file:
```
14
Properties=species:S:1:pos:R:3:lowdin_charge:R:1
O 1.04 -2.43 -0.64 0.019
C 1.31 -1.24 -0.60 -0.218
C 0.32 -0.15 -0.23 -0.445
C -0.97 -0.55 0.41 -0.435
S -2.20 -1.39 -0.77 0.636
N 1.08 0.68 0.69 0.027
N 0.95 1.97 0.58 -0.553
O 0.21 2.56 -0.23 -0.067
O 1.62 2.52 1.45 -0.086
H 2.22 -0.66 -0.86 0.120
H -0.07 0.39 -1.09 0.122
H -0.80 -1.36 1.07 0.055
H -1.49 0.26 0.64 0.010
H -3.22 -0.60 -0.42 -0.185
```

=====

(15)
C3H5N2OS | ωB97M-V/def2-TZVPD

The value obtained for the lowest unoccupied orbital energy (alpha / beta) is -4.542 / -8.397 eV. Its spin multiplicity is 3. The net charge is +1. Its energy above the lowest of the compared OMol25 structures with the same formula, charge and spin is 32.8 kcal per mole. As for the highest occupied orbital energy (alpha / beta): -10.953 / -15.285 eV. The gap between HOMO and LUMO (alpha / beta) is 0.23557 / 0.25311 Eh.

XYZ file:
```
12
Properties=species:S:1:pos:R:3:lowdin_charge:R:1
C -0.01 -1.46 -0.06 -0.196
C -1.68 0.11 0.01 -0.369
C -0.33 0.78 -0.05 -0.070
N 0.67 -0.31 -0.07 -0.408
N -1.33 -1.31 0.00 0.206
O -2.73 0.65 0.06 0.193
S 2.30 0.15 0.04 1.078
H 0.49 -2.38 -0.05 0.119
H -0.13 1.15 -1.00 0.122
H -0.08 1.52 0.78 0.172
H -2.02 -1.95 0.20 0.148
H 2.22 1.58 0.15 0.004
```

=====

(16)
C3H5N2S | ωB97M-V/def2-TZVPD

The value obtained for the lowest unoccupied orbital energy is -5.053 eV. The net charge is +1. Its energy above the lowest of the compared OMol25 structures with the same formula, charge and spin is 20.3 kcal per mole. As for the highest occupied orbital energy: -16.149 eV. The gap between HOMO and LUMO is 0.40779 Eh.

XYZ file:
```
11
Properties=species:S:1:pos:R:3:lowdin_charge:R:1
C -1.69 1.13 -0.02 -0.334
C -0.65 -1.00 -0.02 -0.322
C 1.57 -0.15 -0.02 0.004
N -0.39 1.23 0.01 0.081
N 0.17 0.04 0.05 -0.256
S -2.22 -0.49 -0.01 1.200
H -2.24 2.02 0.13 0.099
H -0.32 -2.03 -0.17 0.137
H 1.97 -0.42 -1.03 0.127
H 2.07 0.75 0.51 0.152
H 1.72 -1.10 0.56 0.112
```

=====

(17)
C3H5N2S | ωB97M-V/def2-TZVPD

The value obtained for the lowest unoccupied orbital energy is -5.275 eV. The net charge is +1. Its energy above the lowest of the compared OMol25 structures with the same formula, charge and spin is 48.0 kcal per mole. As for the highest occupied orbital energy: -14.564 eV. The gap between HOMO and LUMO is 0.34137 Eh.

XYZ file:
```
11
Properties=species:S:1:pos:R:3:lowdin_charge:R:1
C 0.93 -0.95 -0.26 -0.207
C -0.39 1.33 -0.30 -0.592
C -0.92 0.30 0.52 -0.167
N -0.14 -1.02 0.47 0.077
N 1.17 0.15 -0.86 0.176
S -0.64 2.83 -0.62 0.980
H 1.49 -1.80 -0.26 0.138
H -1.12 0.78 1.46 0.134
H -2.00 -0.17 0.30 0.204
H -0.14 -1.74 1.17 0.157
H 1.75 0.30 -1.62 0.100
```

=====

(18)
C3H5N3 | ωB97M-V/def2-TZVPD

Its SMILES is Nc1ccn[nH]1. The value obtained for the lowest unoccupied orbital energy is 0.914 eV. The net charge is 0. Its energy above the lowest of the compared OMol25 structures with the same formula, charge and spin is 30.4 kcal per mole. As for the highest occupied orbital energy: -9.045 eV. The gap between HOMO and LUMO is 0.36600 Eh.

XYZ file:
```
11
Properties=species:S:1:pos:R:3:lowdin_charge:R:1
N -0.25 0.05 1.85 0.085
C 0.08 -0.05 0.47 -0.386
C -0.21 0.85 -0.52 -0.061
C -0.13 0.11 -1.72 -0.172
N 0.30 -1.12 -1.49 0.015
N 0.44 -1.20 -0.15 0.014
H -1.15 0.51 1.89 0.083
H 0.39 0.58 2.42 0.077
H 0.02 1.87 -0.26 0.096
H -0.47 0.37 -2.72 0.096
H 0.98 -1.96 0.23 0.153
```

=====

(19)
C3H5N3 | ωB97M-V/def2-TZVPD

Its SMILES is C/N=C(\N)C#N. The value obtained for the lowest unoccupied orbital energy is 0.604 eV. The net charge is 0. Its energy above the lowest of the compared OMol25 structures with the same formula, charge and spin is 25.6 kcal per mole. As for the highest occupied orbital energy: -9.821 eV. The gap between HOMO and LUMO is 0.38312 Eh.

XYZ file:
```
11
Properties=species:S:1:pos:R:3:lowdin_charge:R:1
C -1.19 1.02 0.81 -0.129
N 0.13 0.83 0.26 0.020
C 0.60 -0.20 -0.31 -0.451
N 0.11 -1.47 -0.54 0.136
C 1.91 0.07 -0.91 -0.153
N 2.91 0.39 -1.39 0.153
H -1.27 2.09 1.02 0.070
H -1.99 0.75 0.10 0.080
H -1.36 0.49 1.75 0.078
H -0.63 -1.82 0.05 0.097
H 0.78 -2.17 -0.83 0.099
```

=====

(20)
C3H5N3 | ωB97M-V/def2-TZVPD

The value obtained for the lowest unoccupied orbital energy (alpha / beta) is -0.334 / -0.334 eV. The net charge is 0. Its energy above the lowest of the compared OMol25 structures with the same formula, charge and spin is 80.1 kcal per mole. As for the highest occupied orbital energy (alpha / beta): -7.283 / -7.284 eV. The gap between HOMO and LUMO (alpha / beta) is 0.25536 / 0.25541 Eh.

XYZ file:
```
11
Properties=species:S:1:pos:R:3:lowdin_charge:R:1
N 1.81 0.20 0.82 -0.027
C 0.55 0.31 0.39 -0.560
C -0.19 0.87 -0.83 -0.031
N -1.17 0.10 -1.25 0.067
C -1.07 -1.04 -0.54 -0.148
N -0.23 -0.95 0.46 0.113
H 2.13 1.07 1.24 -0.010
H -0.15 1.02 0.97 0.192
H -0.13 1.92 -1.11 0.118
H -1.65 -1.93 -0.76 0.132
H 0.11 -1.69 1.05 0.155
```